ORCA calculation (ωB97M-V with the def2-TZVPD basis set) on a cluster of 2 separate species, C6H8NO5P in total in a non-equilibrium geometry.

Each line ends with the Löwdin spin population.
CARTESIAN COORDINATES (ANGSTROEM)
C -1.76 -2.56 0.74  0.04
C 2.74 0.27 -0.69  0.11
C -1.89 0.86 -1.11  0.02
C -0.21 2.14 0.12  0.01
C 1.66 -0.47 -1.36  0.52
C -0.22 -0.38 0.02  0.59
N -0.81 0.92 -0.20  0.15
O 3.66 -0.55 -0.33  0.04
O -2.33 -0.32 -1.36  0.02
O 2.79 1.49 -0.42  0.10
O -2.44 1.86 -1.59  0.03
O 2.04 -1.77 -1.48  0.23
P -1.24 -1.75 -0.67  0.05
H -2.32 -3.39 0.55  0.00
H -1.84 -2.35 1.79  0.00
H -0.76 2.79 -0.51  0.00
H -0.29 2.23 1.20  0.01
H 0.86 2.10 -0.10  0.00
H 1.06 -0.17 -2.18  0.03
H 0.06 -0.54 1.03  0.04
H 2.99 -1.56 -1.07  0.00

E_HOMO (spin up / spin down)   1.65 / -0.64 eV
Total charge   -2
LUMO (spin up / spin down)   6.358 / 6.204 eV
Spin multiplicity   3
Energy   -1005.61162 a.u.
HOMO-LUMO gap (spin up / spin down)   4.71 / 6.85 eV

***

ORCA calculation (ωB97M-V with the def2-TZVPD basis set) on a structure of composition C10H27I2O2P2SiSn in a non-equilibrium geometry.

Each line ends with the Mulliken charge.
CARTESIAN COORDINATES (ANGSTROEM)
I -4.42 -2.54 -0.69  0.19
I -1.77 -3.48 -1.60  0.06
Sn -0.84 -0.70 -0.27  0.77
P -0.98 0.15 -2.69  0.72
C 0.44 -0.42 -3.65  -1.08
C -2.49 -0.36 -3.48  -0.93
H -2.54 0.03 -4.50  0.44
H -0.94 2.33 -3.77  0.48
H -3.35 -0.02 -2.90  0.34
H -1.68 2.41 -2.12  0.39
H 0.42 -1.51 -3.72  0.37
H -2.52 -1.46 -3.52  0.28
C -0.85 1.98 -2.72  -0.98
H 0.38 0.01 -4.66  0.46
H 0.12 2.31 -2.30  0.19
H 1.38 -0.09 -3.19  0.32
P -1.15 -1.47 2.17  0.72
C 0.22 -2.52 2.70  -1.13
C -1.07 -0.03 3.30  -1.00
H -3.52 -1.68 2.11  0.30
H -2.82 -2.61 3.47  0.45
H -2.70 -3.23 1.80  0.34
C -2.70 -2.33 2.43  -1.00
H -1.86 0.70 3.03  0.40
H -1.23 -0.37 4.35  0.48
H 0.09 -2.78 3.75  0.46
H 1.18 -1.99 2.59  0.31
H -0.08 0.47 3.23  0.18
H 0.23 -3.44 2.10  0.39
C 0.98 -2.44 -0.78  0.07
O 2.02 -2.90 -0.91  -0.03
C 3.00 1.86 -0.86  -0.99
Si 1.87 1.71 0.64  0.14
C 2.87 0.94 2.03  -1.00
C 1.25 3.42 1.16  -1.00
O 0.66 0.71 0.26  0.00
H 3.85 2.53 -0.63  0.38
H 2.46 2.27 -1.73  0.28
H 3.40 0.86 -1.11  0.30
H 3.72 1.59 2.30  0.38
H 2.25 0.78 2.93  0.28
H 3.28 -0.03 1.69  0.29
H 0.68 3.90 0.33  0.31
H 0.60 3.35 2.05  0.31
H 2.11 4.07 1.40  0.36

ΔE to the lowest compared entry with this formula, charge and spin   0.0 kcal/mol
E_HOMO   -17.74 eV
Total charge   +3
LUMO   -12.822 eV
Spin multiplicity   1
Energy   -2328.59108 a.u.
HOMO-LUMO gap   4.91 eV

***

ORCA calculation (ωB97M-V with the def2-TZVPD basis set) on a cluster of 9 separate species, C30H52N4O6 in total in a non-equilibrium geometry.

Each line ends with the Mulliken charge.
CARTESIAN COORDINATES (ANGSTROEM)
C -2.00 1.60 -3.55  -0.94
C -2.17 0.12 -3.86  0.99
O -1.50 -0.68 -3.29  -0.49
C -3.14 -0.32 -4.88  -1.23
H -2.92 2.16 -3.43  0.34
H -1.46 2.10 -4.35  0.44
H -1.42 1.70 -2.63  -0.02
H -4.05 0.24 -4.64  0.35
H -3.39 -1.37 -4.74  0.25
H -2.88 -0.02 -5.89  0.37
C 4.61 1.51 5.36  -1.09
C 4.11 2.93 5.04  0.53
O 4.53 3.89 5.72  -0.59
C 3.10 3.17 4.00  -0.42
H 5.61 1.69 5.77  0.35
H 4.68 0.88 4.48  0.32
H 4.02 1.09 6.17  0.28
H 2.70 4.18 3.97  0.27
H 2.24 2.57 4.29  0.21
H 3.44 2.87 3.00  0.10
C -2.36 2.73 1.47  -0.35
C -3.51 3.01 0.54  0.24
O -4.39 3.89 0.76  -0.61
C -3.59 2.05 -0.63  -0.54
H -2.25 1.67 1.70  0.09
H -2.48 3.29 2.40  0.52
H -1.55 3.18 0.88  -0.03
H -4.33 2.39 -1.34  0.44
H -3.60 0.97 -0.44  0.23
H -2.63 2.29 -1.10  -0.05
C 5.00 1.03 -1.51  -1.39
C 4.14 2.10 -1.00  1.09
O 4.35 2.49 0.13  -0.53
C 2.99 2.59 -1.91  -0.97
H 4.42 0.26 -2.02  0.36
H 5.57 0.57 -0.71  0.35
H 5.67 1.44 -2.26  0.31
H 2.72 3.63 -1.72  0.27
H 2.04 2.06 -1.86  0.05
H 3.22 2.59 -2.97  0.46
C -4.62 -3.06 -1.12  -0.69
C -4.24 -3.80 0.13  0.79
O -4.43 -3.27 1.23  -0.58
C -3.55 -5.18 0.02  -0.97
H -3.97 -2.24 -1.41  0.04
H -5.65 -2.71 -1.04  0.34
H -4.66 -3.81 -1.92  0.31
H -2.77 -5.06 -0.72  0.18
H -4.21 -5.97 -0.33  0.37
H -3.24 -5.34 1.06  0.28
C 0.23 0.46 2.19  -0.47
C 0.22 0.77 0.71  0.46
O 0.93 1.64 0.30  -0.48
N -0.50 0.01 -0.13  0.46
C -1.30 -1.16 0.13  -0.62
H -0.75 0.42 2.68  0.39
H 0.83 1.16 2.76  -0.29
H 0.65 -0.54 2.31  0.16
H -0.49 0.26 -1.11  -0.06
H -2.35 -1.16 -0.16  -0.16
H -1.24 -1.46 1.18  0.43
H -0.93 -2.01 -0.44  0.08
N -1.61 -4.97 -4.44  0.03
C -0.70 -4.46 -3.52  -0.60
C 0.52 -4.93 -3.87  -0.55
C 0.39 -5.72 -5.01  -0.49
C -0.93 -5.85 -5.31  -0.56
H -2.58 -4.71 -4.54  0.23
H -0.96 -3.80 -2.71  0.77
H 1.43 -4.65 -3.35  0.40
H 1.16 -6.16 -5.63  0.38
H -1.39 -6.32 -6.16  0.38
N 1.72 4.49 1.21  0.57
C 0.71 5.19 1.83  -0.26
C 1.10 6.53 1.75  -0.82
C 2.41 6.57 1.22  -0.56
C 2.74 5.32 0.81  -0.49
H 1.68 3.49 1.09  0.07
H -0.13 4.63 2.22  0.43
H 0.58 7.35 2.22  0.37
H 3.05 7.43 1.09  0.44
H 3.63 4.83 0.43  0.32
N 1.80 -3.33 2.24  0.06
C 0.55 -3.62 1.85  -0.87
C -0.20 -3.96 2.99  -0.09
C 0.67 -3.86 4.08  -0.59
C 1.96 -3.59 3.57  -0.61
H 2.58 -3.03 1.68  0.22
H 0.24 -3.58 0.81  0.63
H -1.24 -4.25 3.03  0.45
H 0.42 -4.04 5.11  0.42
H 2.90 -3.50 4.09  0.40

ΔE to the lowest compared entry with this formula, charge and spin   30.0 kcal/mol
E_HOMO   -7.76 eV
LUMO   0.032 eV
Spin multiplicity   1
Energy   -1844.69170 a.u.
HOMO-LUMO gap   7.80 eV

***

ORCA calculation (ωB97M-V with the def2-TZVPD basis set) on the molecule C18H15ClN2O3 in a non-equilibrium geometry.

Each line ends with the Mulliken charge.
CARTESIAN COORDINATES (ANGSTROEM)
C 2.40 2.92 0.91  -1.19
C 2.47 1.83 1.95  0.57
O 2.83 2.04 3.08  -0.59
C 2.08 0.49 1.50  -0.40
C 2.15 -0.66 2.22  0.35
O 2.55 -0.89 3.46  -0.57
H 2.47 -1.84 3.63  0.32
C 1.69 -1.80 1.38  0.91
O 1.64 -2.96 1.75  -0.71
N 1.38 -1.29 0.17  0.19
C 0.85 -2.07 -0.92  -1.22
C -0.65 -1.93 -1.03  0.76
C -1.27 -1.38 -2.15  -0.42
C -2.64 -1.25 -2.16  -0.44
C -3.35 -1.67 -1.04  -0.43
N -2.78 -2.21 0.02  -0.62
C -1.47 -2.34 0.02  -0.28
H -1.04 -2.80 0.90  0.51
H -4.43 -1.57 -0.99  0.39
H -3.15 -0.82 -3.01  0.45
H -0.67 -1.06 -2.99  0.39
H 1.33 -1.75 -1.85  0.35
H 1.11 -3.11 -0.71  0.48
C 1.53 0.16 0.13  -0.77
C 0.20 0.82 -0.16  0.36
C -0.02 1.50 -1.34  -0.14
C -1.26 2.03 -1.64  -0.84
C -2.30 1.86 -0.73  0.27
C -2.09 1.20 0.46  -1.08
C -0.85 0.68 0.75  0.12
H -0.68 0.15 1.68  0.53
H -2.91 1.07 1.16  0.44
Cl -3.86 2.48 -1.11  -0.22
H -1.43 2.57 -2.56  0.46
H 0.79 1.63 -2.05  0.50
H 2.24 0.42 -0.67  0.56
H 2.75 3.85 1.34  0.43
H 1.38 3.04 0.56  0.22
H 3.03 2.66 0.05  0.36

ΔE to the lowest compared entry with this formula, charge and spin   34.1 kcal/mol
E_HOMO   -9.13 eV
LUMO   -0.085 eV
Spin multiplicity   1
Energy   -1490.37453 a.u.
HOMO-LUMO gap   9.05 eV

***

ORCA calculation (ωB97M-V with the def2-TZVPD basis set) on a structure of composition C46H45AsBBrN7O4PtS.

Each line ends with the Mulliken charge.
CARTESIAN COORDINATES (ANGSTROEM)
Pt 0.08 -0.22 1.31  2.13
C -3.38 1.13 2.00  -0.33
C -2.12 1.89 2.23  0.29
C -2.09 3.19 2.72  -1.45
C -0.79 3.64 2.57  0.83
C -0.21 4.98 2.86  -1.44
N -0.09 2.63 2.04  0.38
N -0.88 1.55 1.85  0.75
B 1.21 2.71 1.22  -1.56
N 2.22 1.72 1.83  0.43
N 2.01 0.39 1.67  0.58
C 3.18 -0.24 1.93  0.38
C 3.52 -1.68 1.79  -0.95
C 4.11 0.72 2.29  -1.71
C 3.48 1.95 2.21  0.85
C 4.03 3.31 2.43  -1.41
N 0.92 2.28 -0.22  0.47
N 0.35 1.08 -0.53  0.36
C 0.14 1.06 -1.84  0.24
C -0.47 -0.10 -2.53  -0.79
C 0.57 2.27 -2.40  -1.85
C 1.05 3.02 -1.34  1.01
C 1.63 4.39 -1.36  -1.42
H -4.14 1.47 2.70  0.43
H -3.74 1.34 0.99  0.47
H -3.28 0.06 2.09  -0.61
H -2.93 3.76 3.09  0.57
H -0.92 5.57 3.43  0.42
H 0.71 4.89 3.44  0.27
H 0.03 5.51 1.94  0.23
H 1.66 3.81 1.24  -0.05
H 2.77 -2.36 2.20  0.16
H 3.70 -1.93 0.74  0.25
H 4.45 -1.86 2.33  0.57
H 5.14 0.54 2.55  0.58
H 5.02 3.24 2.86  0.40
H 4.10 3.87 1.50  0.25
H 3.40 3.89 3.11  0.27
H -1.10 -0.65 -1.83  -0.46
H -1.09 0.24 -3.36  0.61
H 0.30 -0.77 -2.92  0.26
H 0.53 2.56 -3.43  0.55
H 1.66 4.76 -2.39  0.39
H 1.05 5.09 -0.76  0.25
H 2.65 4.40 -0.98  0.25
O 2.15 -1.13 -1.10  -0.64
C 1.71 -2.07 -0.48  -0.38
N 0.84 -1.99 0.60  0.32
S 0.50 -3.47 1.28  0.86
O 1.03 -3.60 2.60  -0.74
O -0.90 -3.77 1.12  -0.76
C 1.44 -4.37 0.11  0.47
C 1.60 -5.74 0.03  -0.79
C 2.40 -6.22 -1.00  -0.71
C 3.00 -5.34 -1.91  -0.71
C 2.83 -3.97 -1.80  -0.73
C 2.03 -3.50 -0.77  0.32
H 1.13 -6.41 0.74  0.61
H 2.56 -7.28 -1.11  0.48
H 3.62 -5.75 -2.70  0.48
H 3.29 -3.28 -2.49  0.54
O -1.71 -0.92 0.56  -0.17
As -2.95 -2.03 0.30  2.77
C -2.52 -3.30 -1.08  0.62
C -3.46 -4.27 -1.38  -0.90
C -3.20 -5.18 -2.39  -0.80
C -2.00 -5.12 -3.10  -0.99
C -1.07 -4.14 -2.79  -0.66
C -1.32 -3.23 -1.77  1.35
C -4.35 -1.00 -0.52  1.01
C -5.45 -0.51 0.20  -0.30
C -6.41 0.25 -0.44  -0.98
C -6.27 0.55 -1.79  -0.71
C -5.18 0.07 -2.51  -0.99
C -4.23 -0.71 -1.87  -0.66
C -3.74 -2.88 1.83  1.52
C -5.05 -3.34 1.71  -1.05
C -5.66 -3.99 2.78  -1.13
C -4.96 -4.16 3.96  -0.76
C -3.65 -3.71 4.08  -1.34
C -3.04 -3.08 3.01  -0.88
H -4.40 -4.33 -0.84  0.30
H -3.93 -5.94 -2.63  0.46
H -1.80 -5.83 -3.88  0.41
H -0.13 -4.09 -3.33  0.56
H -0.59 -2.48 -1.52  -1.00
H -5.55 -0.72 1.26  0.50
H -7.26 0.62 0.11  0.44
H -7.03 1.15 -2.29  0.43
H -5.08 0.29 -3.56  0.47
H -3.39 -1.09 -2.44  0.30
H -5.62 -3.18 0.80  0.39
H -6.67 -4.34 2.68  0.44
H -5.43 -4.66 4.80  0.42
H -3.10 -3.85 5.00  0.57
H -2.01 -2.77 3.10  0.84
Br -0.53 -1.27 7.94  -0.18
C -0.35 -1.05 6.07  -0.50
C -1.46 -0.78 5.30  -0.96
C -1.31 -0.61 3.93  -0.30
C -0.07 -0.72 3.31  0.97
C 1.03 -1.01 4.11  0.10
C 0.89 -1.18 5.48  -0.97
H -2.44 -0.69 5.75  0.57
H -2.20 -0.41 3.36  0.50
H 2.01 -1.15 3.70  0.30
H 1.76 -1.41 6.08  0.53

ΔE to the lowest compared entry with this formula, charge and spin   28.2 kcal/mol
E_HOMO   -10.84 eV
Total charge   +1
LUMO   -2.979 eV
Spin multiplicity   1
Energy   -7816.20353 a.u.
HOMO-LUMO gap   7.86 eV

***

ORCA calculation (ωB97M-V with the def2-TZVPD basis set) on a structure of composition C23H17ClNO9Pt in a non-equilibrium geometry.

Each line ends with the Mulliken charge.
CARTESIAN COORDINATES (ANGSTROEM)
Pt -0.72 -0.40 -0.23  1.10
C 0.86 -7.28 0.44  -0.81
O 2.13 -6.66 0.40  -0.45
C 2.16 -5.31 0.18  1.20
C 3.45 -4.75 0.10  -1.06
C 3.56 -3.41 -0.13  -0.46
C 2.45 -2.56 -0.31  0.08
C 2.59 -1.15 -0.58  0.86
C 3.93 -0.45 -0.42  -1.17
O 1.66 -0.42 -0.92  -0.64
C 1.14 -3.13 -0.24  0.00
O 0.05 -2.49 -0.41  -0.81
C 1.04 -4.54 0.04  -0.42
H 1.04 -8.35 0.54  0.23
H 0.30 -7.09 -0.48  0.33
H 0.27 -6.92 1.29  0.32
H 4.31 -5.39 0.22  0.40
H 4.56 -3.00 -0.20  0.15
H 4.80 -1.10 -0.36  0.38
H 3.88 0.15 0.49  0.24
H 4.06 0.25 -1.26  0.30
H 0.04 -4.93 0.11  0.42
Cl -8.16 0.68 -0.10  -0.26
C -6.41 0.65 -0.11  0.21
C -5.69 1.86 -0.13  -0.60
C -4.33 1.86 -0.15  -0.56
C -3.57 0.65 -0.14  0.20
O -2.29 0.78 -0.14  -0.65
C -4.32 -0.55 -0.11  0.91
C -3.66 -1.83 -0.08  -0.18
O -2.46 -2.02 -0.09  -0.51
C -5.73 -0.53 -0.08  -0.77
H -6.24 2.80 -0.13  0.38
H -3.77 2.79 -0.18  0.44
H -4.34 -2.71 -0.03  0.26
H -6.26 -1.47 -0.05  0.36
O -0.13 2.08 -1.86  -0.68
C 0.17 2.21 -0.69  0.96
O 0.09 1.33 0.27  -0.71
C 0.73 3.53 -0.21  -0.16
C 0.85 3.81 1.15  -0.26
C 1.35 5.03 1.57  -0.58
C 1.73 5.96 0.61  0.14
C 1.62 5.70 -0.74  -0.41
C 1.11 4.48 -1.15  -0.35
N 2.28 7.26 1.05  0.99
O 2.60 8.06 0.19  -0.62
O 2.37 7.46 2.24  -0.62
H 0.54 3.06 1.86  0.47
H 1.46 5.28 2.61  0.46
H 1.93 6.46 -1.45  0.46
H 0.99 4.24 -2.20  0.48

E_HOMO   -4.80 eV
Total charge   -1
LUMO   1.593 eV
Spin multiplicity   1
Energy   -2198.03812 a.u.
HOMO-LUMO gap   6.39 eV